Molecular formula: C4H11NO2
Method: DFT, ωB97M-V with the def2-TZVPD basis set

The calculation puts the orbital gap (spin up / spin down) at 8.6304 / 8.6332 eV. For the HOMO energy (spin up / spin down), the calculation gives -8.83 / -8.83 eV. As for the energy above the lowest of the compared OMol25 structures with the same formula, charge and spin: 159.1 kcal per mole. For the electronic energy, the calculation gives -9905.3426 eV.

The geometry in XYZ format:
```
18
C4H11NO2, DFT ωB97M-V with the def2-TZVPD basis set
C 0.2254 -0.3555 -0.0243
C 1.5921 -0.2634 0.6338
C -0.1711 1.5675 -0.2911
C 0.2337 -0.9465 -1.4227
N -0.8086 -0.8728 0.7272
O -2.0753 0.3144 -0.0147
O -0.6481 -0.5118 2.0630
H -1.5306 -0.6613 2.4300
H -3.0283 0.1525 -0.1739
H -0.7638 -0.9138 -1.8595
H 0.5702 -1.9881 -1.4012
H 0.9033 -0.3813 -2.0755
H 2.3131 0.1596 -0.0690
H 1.9373 -1.2623 0.9179
H 1.5817 0.3584 1.5281
H -0.9738 2.0255 -0.8529
H 0.7594 1.6576 -0.8462
H -0.1164 1.9213 0.7311
```

***

Molecular formula: C27H61BrIN10O7
Method: DFT, ωB97M-V with the def2-TZVPD basis set

The calculation puts the orbital gap at 8.2219 eV. For the HOMO energy, the calculation gives -10.52 eV. Its net charge is +1. For the electronic energy, the calculation gives -136363.6375 eV.

The geometry in XYZ format:
```
107
C27H61BrIN10O7, DFT ωB97M-V with the def2-TZVPD basis set
C -5.5115 2.4836 5.1061
C -4.0394 2.8612 5.2066
I -3.3896 2.8753 7.2347
C -3.7527 4.2267 4.5366
N -3.0047 4.1025 3.2687
C -1.8056 3.5548 3.1440
N -1.1283 2.9537 4.1695
C -0.1411 2.0362 3.5017
C -0.2761 2.3264 2.0034
Br -1.1390 0.8607 1.0612
N -1.1544 3.4959 1.9816
H -6.1666 3.2781 5.4881
H -5.7818 2.2967 4.0555
H -5.7369 1.5741 5.6728
H -3.4049 2.1004 4.7488
H -3.2300 4.9295 5.1928
H -4.7020 4.6950 4.2513
H -3.3974 4.5260 2.4323
H -0.6869 3.6575 4.7635
H -0.4246 1.0053 3.7080
H 0.8769 2.1460 3.8833
H 0.6574 2.4993 1.4730
H -1.6973 3.7088 1.1446
C 1.0514 -1.7262 1.7842
C 1.9732 -0.6606 2.3159
O 1.6660 0.0328 3.2881
N 3.1217 -0.4428 1.6481
C 3.6032 -1.1406 0.4698
H 0.1743 -1.7898 2.4226
H 0.7418 -1.5058 0.7620
H 1.5303 -2.7043 1.7565
H 3.6790 0.3207 1.9990
H 4.5802 -1.5958 0.6316
H 3.6682 -0.4509 -0.3692
H 2.9168 -1.9326 0.1926
C 2.0134 1.1283 -2.4757
C 1.9912 -0.3708 -2.6818
O 3.0206 -1.0265 -2.6514
N 0.7921 -0.9793 -2.8750
C -0.5257 -0.3955 -2.8921
H 3.0495 1.4124 -2.3087
H 1.6210 1.6490 -3.3502
H 1.4342 1.4315 -1.6008
H 0.8478 -1.9789 -3.0280
H -1.1481 -0.8445 -2.1146
H -1.0141 -0.5584 -3.8549
H -0.4809 0.6755 -2.7100
C 3.0732 4.5669 1.8992
C 3.0842 3.9990 0.4916
O 3.0797 2.7939 0.2859
N 3.1234 4.8817 -0.5354
C 3.1560 6.3258 -0.4787
H 3.0778 3.7244 2.5878
H 3.9572 5.1761 2.0896
H 2.1979 5.1969 2.0755
H 3.1484 4.4438 -1.4446
H 2.2958 6.7652 -0.9856
H 4.0635 6.7235 -0.9346
H 3.1355 6.6536 0.5574
C 1.3413 -5.5609 -0.9957
C 0.7250 -5.4083 0.3714
O 0.1644 -4.3680 0.6904
N 0.8208 -6.4457 1.2402
C 1.4656 -7.7200 1.0268
H 1.1635 -4.6312 -1.5302
H 2.4135 -5.7396 -0.9285
H 0.8868 -6.3782 -1.5594
H 0.3923 -6.2717 2.1364
H 0.7621 -8.5491 1.1217
H 2.2826 -7.8793 1.7325
H 1.8829 -7.7495 0.0236
C -2.6799 -4.8795 -4.5296
C -1.7794 -4.1733 -3.5443
O -0.5671 -4.1249 -3.6964
N -2.3563 -3.5851 -2.4648
C -3.7513 -3.5109 -2.1063
H -2.0502 -5.2851 -5.3160
H -3.2334 -5.6895 -4.0530
H -3.4067 -4.1933 -4.9662
H -1.6771 -3.1666 -1.8448
H -4.1033 -2.4779 -2.0666
H -3.9410 -3.9741 -1.1369
H -4.3478 -4.0355 -2.8488
C -4.7158 5.0935 -1.4161
C -3.6478 5.5743 -0.4660
O -2.6465 4.8928 -0.2419
N -3.8064 6.7808 0.1180
C -4.8992 7.7191 -0.0531
H -4.4122 4.1200 -1.7887
H -5.6848 5.0094 -0.9223
H -4.8344 5.7799 -2.2551
H -3.0323 7.0642 0.7012
H -4.5494 8.6573 -0.4837
H -5.3881 7.9357 0.8965
H -5.6410 7.2980 -0.7252
C 4.1401 -4.0365 -3.1914
C 4.5627 -4.9413 -2.0617
O 4.6676 -4.5434 -0.9115
N 4.8093 -6.2500 -2.3564
C 4.7255 -6.9041 -3.6418
H 3.9902 -3.0374 -2.7944
H 4.8898 -4.0074 -3.9833
H 3.2031 -4.3880 -3.6310
H 5.1028 -6.7966 -1.5609
H 3.9988 -7.7188 -3.6342
H 5.6897 -7.3097 -3.9536
H 4.4081 -6.1862 -4.3930
```

***

Molecular formula: C19H26N4O6S2
Method: DFT, ωB97M-V with the def2-TZVPD basis set

The calculation puts the orbital gap at 9.1872 eV. For the HOMO energy, the calculation gives -8.63 eV. As for the energy above the lowest of the compared OMol25 structures with the same formula, charge and spin: 44.8 kcal per mole. For the electronic energy, the calculation gives -60039.5025 eV.

The geometry in XYZ format:
```
57
C19H26N4O6S2, DFT ωB97M-V with the def2-TZVPD basis set
O 2.4251 2.2085 -3.9067
C 1.3564 1.7249 -3.6213
N 0.3455 2.3810 -3.0209
H -0.4815 1.8657 -2.7515
C 0.5337 3.6387 -2.3203
C 0.5908 3.4022 -0.8424
C -0.2436 2.7197 -0.0037
C 0.3565 2.7772 1.2791
C 1.5066 3.4855 1.1229
O 1.6619 3.8632 -0.1592
H 2.2715 3.7823 1.8126
H -0.0209 2.3237 2.1709
H -1.1713 2.2351 -0.2352
H 1.4780 4.0723 -2.6567
H -0.2909 4.3106 -2.5787
C 1.0147 0.2450 -3.9295
N 0.4664 -0.3642 -2.7495
C -0.8568 -0.4031 -2.4368
C -0.9889 -0.7390 -1.1131
C 0.3142 -0.8901 -0.5959
C 1.1833 -0.6516 -1.6324
H 2.2535 -0.6724 -1.6385
S 0.7899 -1.3202 1.0573
O 0.2809 -0.3427 1.9761
O 0.4887 -2.7005 1.3001
N 2.4674 -1.1948 0.8862
C 2.9389 0.1665 1.0769
H 3.8261 0.3089 0.4534
C 3.2815 0.3088 2.5731
H 2.5242 0.9082 3.0731
H 4.2506 0.7882 2.7028
C 3.2813 -1.1317 3.1115
H 4.1645 -1.3564 3.7063
H 2.3933 -1.3047 3.7182
C 3.2048 -1.9968 1.8482
H 4.1996 -2.1871 1.4352
H 2.6817 -2.9393 1.9925
H 2.1614 0.8589 0.7600
S -2.5508 -0.7372 -0.2671
O -2.8316 0.6472 0.0054
O -3.4706 -1.4336 -1.1280
N -2.2469 -1.5515 1.1222
C -2.6069 -2.9639 1.1443
H -1.6907 -3.5585 1.1339
C -3.4186 -3.1757 2.4329
H -4.2664 -3.8391 2.2730
H -2.7791 -3.6029 3.2052
C -3.8422 -1.7623 2.8339
H -4.0371 -1.6650 3.8998
H -4.7306 -1.4592 2.2775
C -2.6432 -0.9357 2.3761
H -1.8056 -1.0146 3.0741
H -2.8627 0.1144 2.1947
H -3.1925 -3.1796 0.2477
H -1.6292 -0.2381 -3.1616
H 0.2907 0.1919 -4.7450
H 1.9361 -0.2571 -4.2315
```

***

Molecular formula: C4H8NO2
Method: DFT, ωB97M-V with the def2-TZVPD basis set

The calculation puts the orbital gap at 6.8802 eV. For the HOMO energy, the calculation gives -2.86 eV. As for the energy above the lowest of the compared OMol25 structures with the same formula, charge and spin: 117.7 kcal per mole. Its net charge is -1. For the electronic energy, the calculation gives -9859.6846 eV.

The geometry in XYZ format:
```
15
C4H8NO2, DFT ωB97M-V with the def2-TZVPD basis set
C -0.2008 -0.9610 -0.0102
C -0.3416 -0.4806 1.4008
C 0.1489 -1.2209 2.4435
O -0.0723 -1.0923 3.6852
N -0.2956 0.1765 -1.0812
C 0.8574 0.9764 -0.8486
O 1.0954 2.1155 -1.2577
H 0.8686 -1.3046 0.1386
H -0.7242 -1.8203 -0.4840
H -0.8573 1.7705 -3.6343
H -1.0136 0.3581 1.6462
H 0.8936 -1.9652 2.1044
H -0.3997 1.0124 -0.3339
H -1.5776 1.9253 -3.5982
H 1.6190 0.5101 -0.1707
```

***

Molecular formula: C35H63MnN9O11P3S
Method: DFT, ωB97M-V with the def2-TZVPD basis set

The calculation puts the orbital gap (spin up / spin down) at 8.3227 / 8.8879 eV. For the HOMO energy (spin up / spin down), the calculation gives -10.91 / -11.47 eV. Its expectation value of S² is 8.753. Its net charge is +1. For the electronic energy, the calculation gives -143274.2005 eV. Its spin multiplicity is 6.

The geometry in XYZ format:
```
123
C35H63MnN9O11P3S, DFT ωB97M-V with the def2-TZVPD basis set
Mn 0.0854 0.0297 -0.1020
O 1.3300 1.8032 5.5259
C 2.2920 0.9917 5.1292
O 3.2523 0.7237 5.8057
C 2.1677 0.3974 3.7619
C 3.1202 -0.4433 3.2329
N 2.7167 -0.7619 1.9886
N 1.5505 -0.1846 1.6773
C 1.2046 0.5239 2.7379
C -0.0952 1.2708 2.6454
O -0.4613 1.9426 3.6131
O -0.7021 1.1399 1.5400
H 0.6101 1.8931 4.8365
H 4.0292 -0.8172 3.6738
H 3.1665 -1.3661 1.3212
C -3.6917 -0.3640 1.7506
N -3.5627 -1.7068 1.1708
C -4.7307 -2.1746 0.4332
P -2.1081 -2.4191 1.1380
O -0.9102 -1.5550 1.2127
O -2.0972 -3.1667 -0.3323
P -0.8513 -3.0522 -1.3328
O -0.2263 -1.6975 -1.4253
N 0.1853 -4.1486 -0.6757
C 1.5766 -4.1317 -1.1280
C -0.2826 -5.4984 -0.3626
N -1.4426 -3.4940 -2.7857
C -2.3744 -4.6077 -2.9333
C -1.2536 -2.6968 -3.9968
N -2.0555 -3.5753 2.2795
C -3.2208 -4.3592 2.6668
C -0.7720 -4.1317 2.7046
H -4.5443 -0.3463 2.4310
H -3.8523 0.3736 0.9597
H -2.7942 -0.0852 2.2969
H -5.5952 -2.1914 1.1005
H -4.5776 -3.1795 0.0469
H -4.9533 -1.5079 -0.3992
H 1.8911 -3.1169 -1.3506
H 1.7256 -4.7548 -2.0156
H 2.2075 -4.5206 -0.3275
H -1.2810 -5.4679 0.0692
H 0.3902 -5.9378 0.3744
H -0.2904 -6.1464 -1.2451
H -2.5262 -5.1255 -1.9891
H -1.9999 -5.3254 -3.6648
H -3.3456 -4.2399 -3.2750
H -0.5895 -1.8628 -3.8028
H -2.2112 -2.3059 -4.3490
H -0.8209 -3.3137 -4.7861
H -4.1378 -3.8168 2.4518
H -3.1866 -4.5469 3.7405
H -3.2450 -5.3236 2.1496
H 0.0413 -3.5034 2.3518
H -0.6361 -5.1470 2.3226
H -0.7381 -4.1669 3.7943
C 1.0092 2.9738 -2.9997
C -0.3616 2.3138 -3.2077
C -1.1823 3.1330 -4.2084
C -0.1746 0.9200 -3.8284
P -1.1586 2.0420 -1.5229
C -2.8453 1.5436 -2.0297
C -3.8707 2.4315 -2.3615
C -5.0768 1.9718 -2.8681
C -5.2724 0.6140 -3.0822
C -4.2600 -0.2792 -2.7686
C -3.0659 0.1806 -2.2277
C -1.2551 3.6553 -0.5598
C 0.1069 3.8506 0.1440
C -1.5302 4.9389 -1.3507
C -2.3552 3.4968 0.5028
H 1.6164 2.8416 -3.9000
H 1.5579 2.5327 -2.1661
H 0.9092 4.0426 -2.8063
H -0.6299 3.1758 -5.1526
H -1.3620 4.1547 -3.8888
H -2.1440 2.6638 -4.4166
H 0.5912 0.9600 -4.6079
H -1.1055 0.5760 -4.2835
H 0.1282 0.1670 -3.1016
H -3.7322 3.4955 -2.2347
H -5.8602 2.6777 -3.1111
H -6.2072 0.2573 -3.4949
H -4.4048 -1.3391 -2.9385
H -2.2845 -0.5277 -1.9797
H 0.7987 4.4048 -0.4928
H 0.5800 2.9124 0.4299
H -0.0416 4.4248 1.0607
H -0.8035 5.1194 -2.1376
H -1.4564 5.7752 -0.6497
H -2.5296 4.9753 -1.7829
H -2.1571 2.6584 1.1678
H -3.3400 3.3738 0.0535
H -2.3771 4.4070 1.1075
C 3.7545 4.6649 -6.0699
C 4.2210 4.5221 -4.6251
S 4.9476 2.9222 -4.4001
O 6.1781 2.8641 -5.1396
O 3.9235 1.9264 -4.6239
C 5.3603 2.8896 -2.6558
C 5.4583 1.4674 -2.1196
N 4.1709 0.7808 -1.9845
C 3.2770 0.9881 -0.9899
N 2.2194 0.1991 -1.1230
C 2.4328 -0.5464 -2.2537
C 3.6302 -0.2067 -2.7769
N 4.2371 -0.7817 -3.9500
O 3.4920 -1.3957 -4.6811
O 5.4347 -0.6574 -4.0977
C 3.4722 1.9768 0.1070
H 3.4016 5.6812 -6.2366
H 2.9429 3.9725 -6.2872
H 4.5715 4.4693 -6.7628
H 3.3987 4.5969 -3.9128
H 4.9969 5.2455 -4.3689
H 4.6406 3.5063 -2.1188
H 6.3455 3.3505 -2.5849
H 5.9246 1.4885 -1.1354
H 6.0828 0.8622 -2.7693
H 1.7355 -1.2771 -2.6183
H 4.4126 1.8104 0.6352
H 2.6552 1.8852 0.8177
H 3.4757 3.0007 -0.2688
```

***

Molecular formula: C45H39Cl5N8O5TeTl
Method: DFT, ωB97M-V with the def2-TZVPD basis set

The calculation puts the orbital gap (spin up / spin down) at 6.6770 / 7.6225 eV. For the HOMO energy (spin up / spin down), the calculation gives -7.56 / -9.15 eV. As for the energy above the lowest of the compared OMol25 structures with the same formula, charge and spin: 5.0 kcal per mole. Its expectation value of S² is 0.760. For the electronic energy, the calculation gives -144053.6570 eV. Its spin multiplicity is 2.

The geometry in XYZ format:
```
104
C45H39Cl5N8O5TeTl, DFT ωB97M-V with the def2-TZVPD basis set
Tl -0.2931 0.2101 -0.1321
Cl 1.1660 3.1604 -1.2300
C 2.3411 1.9078 -1.0027
C 1.9708 0.6683 -0.5198
C 2.9464 -0.2848 -0.3350
Cl 2.5016 -1.8510 0.2916
C 4.2843 -0.0383 -0.6410
Cl 5.4766 -1.2606 -0.4281
C 4.6473 1.2163 -1.1208
Cl 6.2914 1.5526 -1.4924
C 3.6753 2.2006 -1.2966
Cl 4.1354 3.7591 -1.8649
C -5.3345 -2.0186 2.3897
C -4.9683 -0.8570 1.7290
C -3.9241 -0.8822 0.8162
C -3.2694 -2.0761 0.5636
C -3.6297 -3.2496 1.2188
C -4.6654 -3.2128 2.1335
N -2.1753 -1.9997 -0.3644
N -1.8185 -3.0903 -0.8275
C -0.7322 -3.0034 -1.7676
C -0.6422 -4.0530 -2.6674
C 0.3414 -3.9879 -3.6404
C 1.1855 -2.8900 -3.6573
C 1.0232 -1.9086 -2.6901
N 0.0914 -1.9688 -1.7470
H -6.1400 -1.9981 3.1115
H -5.4855 0.0714 1.9311
H -3.5981 0.0094 0.2980
H -3.0932 -4.1646 1.0121
H -4.9506 -4.1143 2.6589
H -1.3430 -4.8721 -2.6006
H 0.4407 -4.7763 -4.3740
H 1.9589 -2.7844 -4.4036
H 1.6535 -1.0284 -2.6824
O -3.1447 3.6632 -4.4965
C -3.6969 3.9487 -3.3366
O -4.5421 4.8034 -3.1978
C -3.2306 3.1681 -2.1550
C -3.7360 3.3697 -0.8855
N -3.0782 2.5413 -0.0626
N -2.1874 1.7936 -0.7224
C -2.2592 2.1569 -1.9912
C -1.3278 1.4940 -2.9726
O -1.4199 1.8397 -4.1612
O -0.5346 0.6441 -2.4933
H -2.4731 2.9115 -4.4067
H -4.4849 4.0615 -0.5427
H -3.1724 2.3803 0.9321
N 2.0958 1.1823 4.0321
N 1.7655 0.3284 2.9254
H 2.3554 0.6356 4.8486
H 1.2443 1.6789 4.2800
H 1.3610 -0.5447 3.2541
H 2.6305 0.0981 2.4553
C -5.9900 7.0039 1.3268
C -4.7339 6.2355 1.6250
C -3.6124 6.3479 0.8127
C -2.4548 5.6268 1.0666
C -1.2913 5.7950 0.1289
C -2.4139 4.7746 2.1819
Te -0.6169 3.6471 2.3107
N -0.8153 2.3796 3.8161
C -1.4695 1.3409 3.3184
O -1.9912 1.3109 2.1680
C -1.5829 0.1476 4.2120
C -1.6136 -1.1204 3.6448
C -1.7037 -2.2428 4.4532
C -1.7822 -2.0997 5.8319
C -1.7601 -0.8331 6.4002
C -1.6479 0.2891 5.5938
C 0.4928 4.9924 3.4848
C -0.0690 5.4438 4.6752
C 0.6679 6.2529 5.5200
C 1.9688 6.5952 5.1728
C 2.5223 6.1315 3.9936
C 1.7992 5.3163 3.1219
C 2.4731 4.7830 1.8860
C -3.5162 4.6600 3.0339
C -3.5770 3.8136 4.2796
C -4.6588 5.3962 2.7235
H -5.8725 7.6227 0.4398
H -6.2556 7.6515 2.1632
H -6.8284 6.3274 1.1579
H -3.6447 6.9955 -0.0547
H -1.5461 6.4889 -0.6700
H -1.0117 4.8534 -0.3439
H -0.4127 6.1951 0.6440
H -1.5783 -1.2177 2.5688
H -1.7241 -3.2276 4.0051
H -1.8622 -2.9747 6.4632
H -1.8248 -0.7202 7.4746
H -1.6083 1.2791 6.0279
H -1.0819 5.1662 4.9406
H 0.2314 6.6151 6.4408
H 2.5567 7.2223 5.8298
H 3.5401 6.3960 3.7354
H 3.2471 5.4698 1.5454
H 1.7840 4.6274 1.0561
H 2.9486 3.8222 2.0985
H -2.6160 3.4032 4.5687
H -4.2687 2.9805 4.1373
H -3.9606 4.4159 5.1044
H -5.5162 5.3069 3.3825
```